No. 1
5 unconnected molecules or ions with the total composition C4H13N3O at a distorted geometry, computed with wB97M-V/def2-TZVPD.

* ΔE to the lowest compared entry with this formula, charge and spin: 544.2 kJ/mol
* E_HOMO: -0.32918 hartree
* net charge: 0
* F_max: 2.325 eV/Å
* molecular weight: 119.168 Da
* DFT total energy: -399.540013 hartree
* orbital gap: 9.038 eV

Last column: natural (NBO) charge in e.
Geometry (Å):
C: -2.3784 -0.5415 -0.9140  0.0873
N: -2.2487 0.6196 -1.7613  -0.8546
O: -2.2533 -0.3075 0.4804  -0.7706
H: -1.3424 0.0016 0.6614  0.4935
H: -1.3095 0.9988 -1.6994  0.3670
H: -2.9065 1.3367 -1.4755  0.3545
H: -3.3722 -0.9715 -1.0552  0.1617
H: -1.6354 -1.2760 -1.2519  0.1378
C: 1.0653 -0.8210 1.5400  -0.2128
C: 1.1038 1.5372 1.3666  -0.4428
N: 0.4878 0.2580 1.0861  -0.3752
C: 1.6472 -0.5145 -1.5628  -0.0244
N: 0.9683 0.3947 -1.2505  -0.3023
H: 1.8800 -0.7492 2.2692  0.1851
H: 1.9228 -1.4949 0.4372  0.0802
H: 0.4168 -1.6839 1.6729  0.2149
H: 0.9142 2.2162 0.5381  0.2217
H: 0.6285 1.9627 2.2554  0.2134
H: 2.1862 1.4837 1.5401  0.1778
H: 2.1343 -1.4958 -0.4395  0.0355
H: 2.0912 -0.9534 -2.4375  0.2522



No. 2
A molecular structure, C4H13N3O at a distorted geometry, computed with wB97M-V/def2-TZVPD.

* ΔE to the lowest compared entry with this formula, charge and spin: 305.0 kJ/mol
* E_HOMO: -0.30097 hartree
* net charge: 0
* F_max: 5.659 eV/Å
* molecular weight: 119.168 Da
* DFT total energy: -399.631122 hartree
* orbital gap: 9.148 eV

Last column: natural (NBO) charge in e.
Geometry (Å):
C: 1.8016 0.0336 0.3702  0.2595
C: -0.5852 0.4094 -0.7595  -0.0187
C: 0.4430 -0.5973 -0.5920  -0.4408
C: -2.0710 -0.7136 -0.3717  -0.2593
N: 3.0423 -0.2673 -0.2954  -0.8587
N: -0.7490 1.5016 0.1128  -0.8694
N: -2.1402 -0.7202 1.0841  -0.8795
O: 1.8391 1.3311 0.9073  -0.7539
H: 1.1967 1.8880 0.4394  0.4958
H: 1.7392 -0.6381 1.2370  0.1361
H: -0.6843 0.7144 -1.8032  0.1957
H: 3.8402 -0.1227 0.3190  0.3633
H: 3.1504 0.3480 -1.0958  0.3483
H: -1.0908 1.1482 1.0161  0.4023
H: -1.3520 2.2206 -0.2663  0.3749
H: -3.0635 -0.9589 1.4337  0.3739
H: -1.4480 -1.3448 1.4828  0.3599
H: 0.8620 -0.8669 -1.5578  0.2261
H: 0.2537 -1.5198 -0.0547  0.2012
H: -2.0793 -1.7102 -0.8307  0.1670
H: -2.9049 -0.1354 -0.7754  0.1763



No. 3
2 unconnected molecules or ions with the total composition C4H13N3O at a distorted geometry, computed with wB97M-V/def2-TZVPD.

* ΔE to the lowest compared entry with this formula, charge and spin: 363.3 kJ/mol
* E_HOMO: -0.27334 hartree
* net charge: 0
* F_max: 5.305 eV/Å
* molecular weight: 119.168 Da
* DFT total energy: -399.608915 hartree
* orbital gap: 8.206 eV

Last column: natural (NBO) charge in e.
Geometry (Å):
N: -3.5404 0.0091 0.2750  -0.8211
C: -2.1746 -0.2802 0.5836  -0.0998
C: -1.0208 -0.0260 -0.0177  0.1243
N: -1.1620 0.7812 -1.1230  -0.8140
C: 0.2682 -0.5783 0.3413  -0.4439
C: 0.8309 -1.3095 -0.9564  -0.2123
N: 1.9159 -0.5830 -1.5269  -0.8881
H: -3.9422 0.5739 1.0027  0.3658
H: -3.6989 0.5767 -0.5501  0.3473
H: -2.0547 -0.9258 1.3679  0.1706
H: -0.5672 0.7696 -1.8480  0.3581
H: -1.9996 0.8388 -1.5647  0.3541
H: 0.1022 -1.1702 1.2612  0.2274
H: 1.0293 0.1709 0.5321  0.2027
H: 0.1299 -1.4166 -1.8322  0.2047
H: 1.1787 -2.4802 -0.8289  0.1832
H: 2.6366 -0.0232 -0.9449  0.3744
H: 1.7616 0.0844 -2.3978  0.3661
O: 3.8384 1.4473 2.1916  -0.9056
H: 3.8487 1.7437 3.0502  0.4554
H: 2.9505 1.3924 2.1389  0.4507



No. 4
2 unconnected molecules or ions with the total composition C4H13N3O2 at a distorted geometry, computed with wB97M-V/def2-TZVPD.

* ΔE to the lowest compared entry with this formula, charge and spin: 658.0 kJ/mol
* E_HOMO (spin up / spin down): -0.22456 / -0.22442 hartree
* net charge: 0
* F_max: 1.343 eV/Å
* molecular weight: 135.167 Da
* DFT total energy: -474.726330 hartree
* orbital gap (spin up / spin down): 6.787 / 6.783 eV

Last column: natural (NBO) charge in e.
Geometry (Å):
C: -1.5882 0.4120 0.8464  -0.1417
C: -1.1767 1.1352 2.0937  -0.6664
N: -0.4024 0.8319 -0.7058  -0.2470
O: -0.5482 1.4180 -2.0437  -0.5935
H: -1.1143 0.7727 -2.4886  0.4736
H: 0.0559 1.5999 -0.2174  0.3643
H: -1.6969 -0.6632 0.9123  0.2300
H: -2.4349 0.8758 0.3484  0.1735
H: -0.5234 0.5269 2.7142  0.2389
H: -2.0738 1.4292 2.6564  0.2185
H: -0.6648 2.0722 1.8545  0.2072
C: 2.1062 0.1120 -1.0209  -0.6545
C: 0.7081 -0.3991 -0.6745  0.5067
N: -0.0207 -2.0735 0.8464  -0.7104
O: 0.2375 -1.2779 -1.6961  -0.7583
N: 0.6206 -0.8477 0.6312  -0.5103
H: 0.9529 -1.4775 -2.3069  0.4835
H: 0.4897 -2.6017 1.5423  0.3643
H: -0.3022 -2.5358 -0.0148  0.3603
H: 2.8067 -0.7248 -0.9982  0.2240
H: 2.4422 0.8294 -0.2736  0.2306
H: 2.1267 0.5861 -2.0053  0.2068



No. 5
A molecular structure, C4H13N3O2 at a distorted geometry, computed with wB97M-V/def2-TZVPD.

* E_HOMO (spin up / spin down): -0.21554 / -0.33616 hartree
* net charge: 0
* multiplicity: 3
* F_max: 5.931 eV/Å
* molecular weight: 135.167 Da
* DFT total energy: -474.702835 hartree
* ⟨S²⟩: 2.01
* orbital gap (spin up / spin down): 6.817 / 7.712 eV

Last column: Mulliken spin population.
Geometry (Å):
C: -0.3538 2.4694 -0.4580  0.0770
C: -1.0762 -1.7774 -1.1029  0.0197
C: 0.3749 1.3186 0.2948  -0.0431
C: -1.1589 -0.3927 -0.5421  -0.0349
N: 1.9215 -1.7161 1.0651  0.2048
N: 0.7819 -1.0354 1.2768  0.8626
N: 0.2171 -0.0130 -0.2198  0.8837
O: 1.8591 1.5289 0.2557  0.0076
O: -1.9618 -0.2847 0.6330  0.0296
H: -0.1717 2.4616 -1.5374  -0.0047
H: -0.0366 3.4711 -0.0686  -0.0085
H: -1.3684 2.0361 -0.2769  0.0050
H: -2.0773 -2.2770 -0.8192  -0.0012
H: -0.3565 -2.2456 -0.4462  0.0050
H: -0.9183 -1.9105 -2.2065  -0.0014
H: 0.0086 1.4956 1.3859  0.0230
H: -1.6418 0.3075 -1.1653  0.0046
H: 2.7478 -1.2731 0.6923  0.0212
H: 1.7123 -2.6522 0.8564  0.0013
H: 0.9228 -0.2113 1.8382  -0.0578
H: 2.1757 1.5853 -0.7194  0.0050
H: -1.6009 -0.8851 1.2643  0.0015



No. 6
A gas-phase ion, C4H13N3OP (charge +1) at a distorted geometry, computed with wB97M-V/def2-TZVPD.

* ΔE to the lowest compared entry with this formula, charge and spin: 137.6 kJ/mol
* E_HOMO: -0.46691 hartree
* net charge: +1
* F_max: 3.873 eV/Å
* molecular weight: 150.142 Da
* DFT total energy: -740.695909 hartree
* orbital gap: 9.608 eV

Last column: natural (NBO) charge in e.
Geometry (Å):
C: -2.1347 -1.3528 -0.0044  -0.6711
C: -0.7952 -0.7007 0.0399  0.0759
N: -0.9042 0.4342 0.9236  -0.6226
C: -0.1307 1.4921 0.4099  0.3820
O: 1.5332 1.4867 0.8237  -0.9146
P: 1.9937 0.3304 1.8646  0.5861
N: -0.2697 1.3855 -0.9691  -0.4305
N: -0.2853 -0.0516 -1.2142  -0.2296
C: 1.0326 -0.6202 -1.5578  -0.4319
H: -2.1141 -1.9687 -0.8871  0.2254
H: -2.9434 -0.6445 0.0903  0.2539
H: -2.4843 -2.0974 0.6757  0.2788
H: -0.1044 -1.3476 0.5816  0.2526
H: -0.7324 0.2908 1.9855  0.4376
H: -0.3015 2.4324 0.7932  0.2327
H: 3.3264 0.5620 1.5823  -0.0217
H: 2.1618 0.9847 3.0271  -0.0569
H: 0.5279 1.8165 -1.4462  0.4130
H: -1.0703 -0.0540 -1.9423  0.4751
H: 1.8033 -0.2002 -0.8842  0.2748
H: 0.7260 -1.6853 -1.2189  0.2380
H: 1.1653 -0.4922 -2.6731  0.2529



No. 7
2 unconnected molecules or ions with the total composition C4H13N3S at a distorted geometry, computed with wB97M-V/def2-TZVPD.

* ΔE to the lowest compared entry with this formula, charge and spin: 8.7 kJ/mol
* E_HOMO: -0.30410 hartree
* net charge: 0
* F_max: 1.296 eV/Å
* molecular weight: 135.236 Da
* DFT total energy: -722.665559 hartree
* orbital gap: 9.097 eV

Last column: natural (NBO) charge in e.
Geometry (Å):
N: -1.9607 1.0773 -0.2784  -0.7683
C: -1.3392 2.1629 -0.5108  0.5744
N: -1.2492 3.2540 0.3645  -0.8384
N: -0.5932 2.3279 -1.6655  -0.8339
H: -2.5122 1.1333 0.5672  0.3331
H: -2.0266 3.3046 1.0144  0.3797
H: -1.1928 4.1340 -0.1449  0.3777
H: 0.3176 2.7420 -1.5240  0.3809
H: -0.5265 1.4524 -2.1673  0.3973
C: 1.3198 0.0099 1.0342  -0.6108
C: 0.7679 -1.3827 0.7754  -0.5213
S: 1.8633 -2.3232 -0.3405  0.1478
C: 0.7319 -3.7555 -0.6176  -0.7180
H: 0.7841 0.4349 1.8879  0.2130
H: 1.1479 0.6892 0.2039  0.2060
H: 2.3764 -0.0229 1.3027  0.2083
H: -0.2344 -1.2839 0.3563  0.2230
H: 0.7101 -1.9410 1.7102  0.1998
H: 0.5678 -4.2647 0.3298  0.2086
H: -0.2010 -3.3410 -0.9845  0.2155
H: 1.2490 -4.4075 -1.3131  0.2256



No. 8
A single C4H13N3S molecule at a distorted geometry, computed with wB97M-V/def2-TZVPD.

* ΔE to the lowest compared entry with this formula, charge and spin: 251.1 kJ/mol
* E_HOMO: -0.32022 hartree
* net charge: 0
* F_max: 5.439 eV/Å
* molecular weight: 135.236 Da
* DFT total energy: -722.573256 hartree
* orbital gap: 9.673 eV

Last column: natural (NBO) charge in e.
Geometry (Å):
N: 2.6256 1.8121 1.3581  -0.8623
C: 1.2375 1.2874 1.1249  -0.0262
N: 0.8312 1.0043 -0.2371  -0.6670
C: -0.6340 0.9171 -0.3975  -0.2302
C: -0.9154 -0.5132 -1.0663  -0.0575
N: -2.3521 -0.5911 -1.1863  -0.8390
C: -0.3149 -1.4890 0.0128  -0.5371
S: -0.5494 -3.3278 -0.1874  -0.0654
H: 3.1097 1.6581 2.1819  0.3677
H: 3.3737 1.2937 0.8209  0.3465
H: 1.1792 0.2851 1.7055  0.1461
H: 0.6416 2.0215 1.6357  0.1615
H: 1.2343 1.6332 -0.8964  0.3764
H: -1.2152 1.0155 0.5953  0.1967
H: -1.0184 1.5614 -1.1901  0.2123
H: -0.3608 -0.7298 -2.0659  0.2077
H: -2.7238 -0.8178 -0.2830  0.3540
H: -2.7088 -1.1272 -1.8409  0.3586
H: 0.9027 -1.3706 0.0180  0.2586
H: -0.8107 -1.2208 0.9406  0.1944
H: -1.5321 -3.3021 -1.0430  0.1042



No. 9
A gas-phase ion, C4H13N4 (charge +1) at a distorted geometry, computed with wB97M-V/def2-TZVPD.

* ΔE to the lowest compared entry with this formula, charge and spin: 488.2 kJ/mol
* E_HOMO: -0.42676 hartree
* net charge: +1
* F_max: 6.828 eV/Å
* molecular weight: 117.176 Da
* DFT total energy: -378.849807 hartree
* orbital gap: 8.620 eV

Last column: natural (NBO) charge in e.
Geometry (Å):
C: -1.0917 -1.9750 0.0555  -0.6474
C: -0.7810 -0.5735 0.5619  -0.0565
N: -1.6094 -0.2009 1.7931  -0.7023
C: 0.1598 0.4389 0.0940  0.2466
C: 0.6462 1.5812 1.0456  -0.6346
N: 0.8134 0.3840 -1.0953  -0.1250
N: 0.8568 -0.7557 -1.8467  -0.6394
N: 1.5027 1.5657 -1.5449  -0.6521
H: -1.9122 -2.0425 -0.6566  0.2329
H: -1.3272 -2.5380 0.9223  0.1927
H: -0.2236 -2.3995 -0.4697  0.2631
H: -0.9905 0.6013 2.1040  0.4627
H: -1.5638 -1.1347 2.3069  0.4476
H: -2.4408 -0.0280 1.3872  0.4281
H: 1.4455 1.1455 1.5949  0.2488
H: -0.0836 1.8808 1.7305  0.1858
H: 0.7776 2.4272 0.4553  0.2685
H: 0.8199 -0.4778 -2.8186  0.3787
H: 1.7414 -1.3015 -1.5965  0.3664
H: 2.3617 1.3409 -1.9084  0.3698
H: 0.8987 2.0616 -2.1146  0.3657



No. 10
2 unconnected molecules or ions with the total composition C4H13N4O at a distorted geometry, computed with wB97M-V/def2-TZVPD.

* ΔE to the lowest compared entry with this formula, charge and spin: 36.9 kJ/mol
* E_HOMO: -0.49952 hartree
* net charge: +1
* F_max: 1.368 eV/Å
* molecular weight: 133.175 Da
* DFT total energy: -454.313706 hartree
* orbital gap: 11.007 eV

Last column: natural (NBO) charge in e.
Geometry (Å):
C: 0.3374 1.3046 2.8895  -0.7175
C: -0.0489 2.0532 1.6370  0.7014
O: -0.6325 1.4671 0.7233  -0.7124
N: 0.3799 3.3162 1.4752  -0.7961
H: 1.3537 0.9698 2.7598  0.2421
H: -0.3184 0.4367 2.9157  0.2399
H: 0.1495 3.7245 0.5751  0.4062
H: 0.4915 3.9845 2.2181  0.4138
H: 0.1841 1.8075 3.8371  0.2449
C: -0.7558 -3.2652 -2.2076  -0.4168
C: 0.2063 -1.2523 -1.1604  0.6714
N: -0.9998 -0.7203 -0.9847  -0.7864
N: 0.3602 -2.3947 -1.7911  -0.5490
N: 1.2490 -0.6177 -0.6241  -0.7657
H: -1.7305 -0.8989 -1.6527  0.4156
H: -1.1913 -0.1050 -0.2009  0.4667
H: 1.2695 -2.6703 -2.1182  0.4178
H: 2.1998 -0.9516 -0.6779  0.4183
H: 1.1146 0.3552 -0.3942  0.4336
H: -0.2850 -4.1657 -2.5722  0.2394
H: -1.4209 -2.7284 -2.8793  0.2092
H: -1.2963 -3.5404 -1.3050  0.2234